No. 1
A molecular structure, C29H46Br33FI2N2O6 at a distorted geometry, computed with ωB97M-V/def2-TZVPD.

The geometry in XYZ format:
```
119
Properties=species:S:1:pos:R:3
C 2.15 -2.15 -1.31
C 0.59 -1.75 -1.75
O 0.45 -0.32 -2.06
C -0.16 0.45 -0.97
C 0.36 0.07 0.54
C 0.04 1.26 1.66
C -0.37 0.67 3.14
N 0.30 1.60 4.17
N 0.28 1.91 -1.21
O 1.62 2.02 -1.22
C 2.08 3.23 -0.51
C 3.68 3.19 -0.10
C 3.95 3.30 1.53
O 4.40 2.01 -0.66
C -1.83 0.48 -1.11
F -2.11 -0.10 -2.43
C -2.54 -0.55 0.00
O -2.95 0.14 1.25
C -3.77 -0.81 2.03
O -2.22 1.85 -0.86
C -3.33 2.36 -1.65
C -4.72 1.46 -1.61
C -5.99 2.55 -1.67
C -6.23 3.09 -0.11
I -7.80 2.00 0.96
C -2.92 2.84 -3.20
C -1.75 3.99 -3.24
O -0.77 3.83 -4.17
I -1.57 5.73 -1.92
H 2.17 -2.53 -0.21
H 2.89 -1.28 -1.55
H 2.51 -3.08 -1.98
H 0.41 -2.33 -2.77
H -0.21 -2.18 -1.00
H 0.06 -1.00 0.92
H 1.56 0.05 0.48
H -0.76 2.04 1.29
H 1.04 1.89 1.83
H 0.00 -0.43 3.32
H -1.53 0.74 3.38
H 0.58 1.01 4.98
H -0.47 2.25 4.51
H -0.01 2.06 -2.23
H 1.97 4.14 -1.27
H 1.44 3.51 0.43
H 4.22 4.14 -0.57
H 3.40 4.23 1.99
H 3.59 2.36 2.13
H 5.11 3.41 1.76
H 5.37 2.24 -0.50
H -3.55 -0.89 -0.52
H -1.92 -1.53 0.17
H -4.82 -0.37 2.33
H -3.19 -1.04 3.04
H -4.00 -1.80 1.41
H -3.65 3.39 -1.13
H -4.77 0.82 -2.59
H -4.86 0.85 -0.62
H -6.96 1.93 -1.93
H -5.79 3.42 -2.43
H -5.24 3.02 0.55
H -6.55 4.24 -0.10
H -2.72 1.92 -3.91
H -3.91 3.35 -3.62
C 1.32 -2.88 -6.30
Br 2.94 -2.29 -7.21
Br 1.01 -1.90 -4.66
Br -0.23 -2.84 -7.48
H 1.48 -3.93 -6.02
C 6.60 5.42 -2.18
Br 7.36 4.35 -0.74
Br 6.05 7.18 -1.57
Br 7.81 5.52 -3.70
H 5.70 4.90 -2.52
C 4.88 -4.01 1.87
Br 6.69 -4.72 1.73
Br 4.70 -2.30 0.94
Br 3.55 -5.29 1.27
H 4.69 -3.81 2.93
C -8.28 -2.20 1.65
Br -10.15 -2.25 1.12
Br -7.76 -3.79 2.63
Br -7.11 -1.86 0.14
H -8.17 -1.35 2.34
C 3.66 6.74 -5.34
Br 3.43 5.31 -4.04
Br 3.42 8.49 -4.53
Br 5.36 6.60 -6.28
H 2.87 6.62 -6.09
C -5.63 -5.43 5.55
Br -5.31 -3.67 6.32
Br -4.02 -6.18 4.76
Br -6.45 -6.64 6.83
H -6.36 -5.30 4.74
C 0.50 -1.59 -11.85
Br 1.26 -0.27 -10.64
Br 0.95 -3.41 -11.31
Br -1.42 -1.35 -12.06
H 0.95 -1.43 -12.83
C 4.66 -0.09 4.17
Br 6.28 0.50 3.27
Br 4.35 0.89 5.82
Br 3.12 -0.04 2.99
H 4.82 -1.14 4.45
C 10.60 1.15 3.28
Br 11.13 2.19 4.84
Br 9.21 2.04 2.25
Br 12.13 0.67 2.18
H 10.17 0.21 3.65
C -4.05 -8.48 10.24
Br -2.70 -9.87 10.09
Br -3.64 -6.94 9.12
Br -5.84 -9.17 9.89
H -4.04 -8.13 11.28
C -2.52 -5.40 1.30
Br -4.02 -4.24 0.86
Br -3.03 -7.28 1.21
Br -0.96 -5.02 0.20
H -2.25 -5.20 2.34
```

* E_HOMO: -0.329 hartree
* DFT total energy: -87330.652870 hartree
* gap between HOMO and LUMO: 8.33 eV
* E_LUMO: -0.0229 hartree

***

No. 2
A molecular structure, C29H46BrHgN3P2 at a distorted geometry, computed with ωB97M-V/def2-TZVPD.

The geometry in XYZ format:
```
82
Properties=species:S:1:pos:R:3
N -2.36 -8.10 3.58
C -3.17 -7.07 3.83
C -2.90 -5.82 3.25
C -1.73 -5.59 2.48
C -0.93 -6.72 2.23
C -1.26 -7.95 2.83
C -1.41 -4.27 1.91
Hg 0.64 0.34 -1.17
P 0.24 1.89 -2.99
C -0.42 -3.93 1.03
C -0.48 -2.66 0.35
C -0.44 -2.60 -1.06
C -1.49 -1.93 -1.71
C -2.55 -1.43 -0.94
C -2.14 -0.91 0.32
C -1.09 -1.57 1.01
Br -4.18 -0.97 -1.43
H -2.17 -3.53 2.15
H 0.24 -4.74 0.68
H -3.59 -5.01 3.43
H -0.07 -6.68 1.58
H -4.04 -7.22 4.48
H -0.62 -8.84 2.70
H 0.37 -3.19 -1.51
H -0.91 -1.43 2.09
H -1.44 -1.82 -2.81
H -2.68 -0.05 0.72
P 2.60 0.71 0.32
C -1.54 1.98 -3.44
C -1.99 2.27 -4.87
H -1.99 2.72 -2.75
H -1.93 0.99 -3.10
H -3.10 2.26 -4.90
H -1.71 3.26 -5.27
H -1.67 1.49 -5.58
C 1.17 1.03 -4.35
C 1.89 1.77 -5.48
H 0.49 0.28 -4.79
H 1.91 0.44 -3.76
H 2.52 1.02 -6.01
H 1.25 2.21 -6.24
H 2.57 2.55 -5.08
C 0.93 3.60 -2.75
C 0.47 4.86 -3.49
H 2.03 3.55 -2.86
H 0.74 3.71 -1.66
H 0.91 5.75 -2.97
H 0.78 4.97 -4.52
H -0.63 4.95 -3.44
C 2.82 2.41 0.91
C 3.97 2.54 1.92
H 1.86 2.76 1.34
H 3.01 3.05 0.03
H 3.59 2.36 2.94
H 4.76 1.79 1.74
H 4.42 3.53 1.84
C 3.83 0.17 -0.95
C 3.68 -1.33 -1.28
H 4.83 0.47 -0.60
H 3.59 0.78 -1.85
H 4.07 -1.98 -0.48
H 2.63 -1.61 -1.44
H 4.22 -1.52 -2.21
C 2.31 -0.59 1.58
C 1.59 -0.05 2.82
H 3.27 -1.10 1.80
H 1.65 -1.34 1.11
H 1.29 -0.90 3.45
H 2.24 0.62 3.41
H 0.68 0.51 2.55
C -3.97 3.08 4.17
N -2.69 2.86 3.50
C -1.64 3.75 3.43
C -0.63 3.13 2.74
N -1.03 1.84 2.43
C -2.28 1.69 2.89
H -3.84 3.13 5.25
H -4.41 4.03 3.83
H -4.65 2.26 3.94
H -1.69 4.73 3.87
H 0.35 3.50 2.47
H -2.95 0.83 2.82
```

* E_HOMO: -0.465 hartree
* DFT total energy: -4706.411299 hartree
* gap between HOMO and LUMO: 5.75 eV
* charge: +2
* E_LUMO: -0.2537 hartree

***

No. 3
A molecular structure, C29H46FIInN12O at a distorted geometry, computed with ωB97M-V/def2-TZVPD.

The geometry in XYZ format:
```
91
Properties=species:S:1:pos:R:3
C 1.62 0.20 2.22
C 2.12 -0.80 3.27
F 2.42 -2.01 2.61
C 3.40 -0.31 3.94
In 5.05 -0.22 2.41
I 7.09 -2.05 2.95
C 5.95 1.87 2.45
C 6.58 2.07 1.16
O 7.73 1.70 0.89
H 2.17 1.13 2.29
H 0.56 0.38 2.40
H 1.75 -0.20 1.22
H 1.34 -1.00 4.00
H 3.68 -0.98 4.75
H 3.16 0.69 4.32
H 4.38 -0.48 0.79
H 5.10 2.55 2.58
H 6.66 1.96 3.26
H 5.94 2.54 0.38
C 8.21 1.02 -2.55
C 6.76 1.06 -2.61
N 5.61 1.11 -2.67
H 8.57 0.06 -2.91
H 8.63 1.81 -3.18
H 8.54 1.17 -1.52
C -1.33 -1.70 0.39
C -1.86 -0.75 1.37
N -2.25 0.00 2.14
H -1.98 -1.71 -0.48
H -0.33 -1.40 0.10
H -1.30 -2.69 0.83
C 7.66 -2.02 -5.09
C 8.74 -1.07 -5.31
N 9.56 -0.27 -5.38
H 6.71 -1.55 -5.31
H 7.78 -2.89 -5.73
H 7.67 -2.34 -4.05
C -5.51 1.01 1.00
C -5.94 1.94 -0.04
N -6.31 2.69 -0.83
H -5.92 0.02 0.79
H -4.43 0.95 1.02
H -5.87 1.35 1.97
C -2.63 -2.74 4.42
C -2.39 -4.18 4.41
N -2.21 -5.31 4.42
H -3.70 -2.54 4.42
H -2.18 -2.29 5.30
H -2.19 -2.28 3.53
C -4.38 -0.85 7.78
C -4.80 -0.61 6.40
N -5.12 -0.42 5.32
H -4.97 -0.24 8.45
H -4.52 -1.90 8.03
H -3.32 -0.59 7.89
C -8.15 4.33 1.89
C -7.95 4.20 3.33
N -7.78 4.07 4.46
H -8.81 3.54 1.53
H -8.59 5.30 1.66
H -7.19 4.24 1.38
C 3.91 -3.16 -3.74
C 4.34 -2.89 -5.11
N 4.69 -2.68 -6.18
H 4.77 -3.19 -3.08
H 3.24 -2.38 -3.40
H 3.40 -4.12 -3.70
C -6.61 2.99 -4.47
C -7.07 3.92 -5.49
N -7.45 4.65 -6.29
H -7.00 2.00 -4.66
H -5.52 2.95 -4.47
H -6.95 3.32 -3.49
C -8.62 1.30 6.24
C -9.63 0.26 6.44
N -10.43 -0.55 6.60
H -8.61 1.97 7.09
H -7.64 0.84 6.13
H -8.85 1.87 5.34
C 12.45 -0.48 -7.43
C 13.50 -1.49 -7.33
N 14.33 -2.27 -7.25
H 11.55 -0.83 -6.92
H 12.77 0.45 -6.97
H 12.22 -0.30 -8.48
C -7.41 -1.39 -6.05
C -7.18 -0.62 -4.83
N -7.00 -0.01 -3.88
H -8.46 -1.66 -6.12
H -7.14 -0.79 -6.92
H -6.80 -2.29 -6.04
```

* E_HOMO: -0.201 hartree
* DFT total energy: -2452.589630 hartree
* gap between HOMO and LUMO: 6.81 eV
* charge: -1
* E_LUMO: 0.0495 hartree